[1]
{
  "formula": "C5H16N2O",
  "method": "ωB97M-V with the def2-TZVPD basis set",
  "elements": ["C", "C", "C", "C", "N", "C", "N", "H", "H", "H", "H", "H", "H", "H", "H", "H", "H", "H", "H", "H", "H", "H", "H", "O"],
  "coordinates": [[-0.229, -0.108, 1.881], [0.693, -0.571, 0.760], [2.219, -0.609, 1.051], [2.899, 0.768, 1.077], [0.346, -1.752, -0.043], [-0.654, -1.717, -1.104], [-2.076, -1.397, -0.645], [-0.556, -0.871, 2.594], [0.174, 0.699, 2.502], [-1.147, 0.245, 1.409], [0.526, 0.295, 0.068], [2.596, -1.343, 0.339], [2.263, -1.124, 2.024], [3.646, 0.704, 0.285], [2.220, 1.555, 0.755], [3.370, 1.045, 2.016], [0.125, -2.538, 0.561], [-0.414, -0.978, -1.851], [-0.779, -2.728, -1.486], [-2.025, -0.508, -0.171], [-2.207, -2.095, 0.078], [-3.043, 3.879, -2.097], [-1.642, 4.106, -2.636], [-2.560, 4.389, -2.789]],
  "lowdin_charge": [-0.0680, -0.4244, -0.2145, -0.0957, -0.0545, -0.2635, 0.0004, 0.0761, 0.0818, 0.0509, 0.1324, 0.0966, 0.1055, 0.0671, 0.0638, 0.0666, 0.1083, 0.1008, 0.1044, 0.0183, 0.0477, 0.0481, 0.0350, -0.0832],
  "smiles": "CC[C@H](C)NCN.O",
  "charge": 0,
  "lumo_ev": 0.45,
  "spin_multiplicity": 1,
  "e_tot_ha": -384.813046
}


[2]
{
  "formula": "C5H16N2O",
  "method": "ωB97M-V with the def2-TZVPD basis set",
  "elements": ["C", "N", "C", "C", "C", "N", "C", "H", "H", "H", "H", "H", "H", "H", "H", "H", "H", "H", "H", "H", "H", "H", "H", "O"],
  "coordinates": [[2.433, 0.728, 1.462], [1.172, 1.203, 0.987], [-0.564, 0.357, 2.522], [0.137, 0.240, 1.111], [-0.863, 0.543, -0.073], [-0.389, -0.098, -1.254], [-1.057, 0.487, -2.452], [2.788, -0.397, 1.041], [3.261, 1.348, 0.991], [2.435, 0.762, 2.556], [0.876, 2.099, 1.499], [-0.645, 1.424, 2.709], [0.222, 0.097, 3.315], [-1.706, 0.065, 2.797], [0.539, -0.819, 0.994], [-0.874, 1.653, -0.222], [-2.019, 0.176, 0.070], [0.614, -0.064, -1.170], [-1.253, 1.485, -2.526], [-2.072, 0.019, -2.591], [-0.338, 0.446, -3.401], [-0.763, -2.114, -1.783], [-0.996, -3.247, -2.749], [-0.759, -3.101, -1.885]],
  "lowdin_charge": [-0.1665, -0.1500, -0.0764, -0.4368, -0.2447, -0.1551, -0.1256, 0.1453, 0.0802, 0.0613, 0.1492, 0.0381, 0.0813, 0.1219, 0.1504, 0.1114, 0.1623, 0.0994, 0.0143, 0.0922, 0.1224, 0.0104, -0.0293, -0.0555],
  "smiles": "CNC[C@H](C)NC.O",
  "charge": 0,
  "lumo_ev": 0.97,
  "spin_multiplicity": 1,
  "e_tot_ha": -384.750195
}


[3]
{
  "formula": "C5H16N2O",
  "method": "ωB97M-V with the def2-TZVPD basis set",
  "elements": ["N", "N", "C", "C", "C", "C", "C", "H", "H", "H", "H", "H", "H", "H", "H", "H", "H", "H", "H", "H", "H", "O", "H", "H"],
  "coordinates": [[1.202, -2.408, -0.622], [-1.553, 1.640, 0.197], [2.545, -2.775, -1.018], [-1.618, 3.107, -0.098], [1.170, -0.983, -0.632], [-0.245, 1.077, -0.300], [-0.213, -0.480, -0.248], [0.541, -2.980, -1.163], [-2.278, 1.188, -0.374], [2.825, -3.833, -0.881], [3.298, -2.144, -0.517], [2.555, -2.545, -2.097], [-2.657, 3.447, 0.051], [-1.370, 3.195, -1.169], [-0.946, 3.768, 0.474], [1.243, -0.590, -1.664], [1.999, -0.544, -0.044], [0.513, 1.520, 0.374], [-0.098, 1.515, -1.306], [-1.052, -0.952, -0.795], [-0.315, -0.747, 0.821], [-2.075, -0.025, 3.936], [-1.130, 0.236, 4.024], [-2.343, 0.312, 3.051]],
  "lowdin_charge": [-0.1487, -0.1485, -0.1565, -0.1396, -0.3141, -0.2487, -0.1879, 0.1242, 0.0944, 0.0792, 0.0791, 0.0764, 0.0744, 0.0640, 0.0772, 0.1154, 0.1294, 0.1185, 0.1029, 0.1181, 0.1111, -0.0954, 0.0433, 0.0319],
  "smiles": "CNCCCNC.O",
  "charge": 0,
  "lumo_ev": 0.88,
  "spin_multiplicity": 1,
  "e_tot_ha": -384.799181
}


[4]
{
  "formula": "C5H16N2O",
  "method": "ωB97M-V with the def2-TZVPD basis set",
  "elements": ["C", "C", "C", "C", "C", "N", "N", "H", "H", "H", "H", "H", "H", "H", "H", "H", "H", "H", "H", "H", "H", "H", "H", "O"],
  "coordinates": [[-0.595, 1.911, -0.592], [-0.979, 0.703, 0.266], [0.221, 0.049, 0.971], [1.455, -0.149, 0.099], [1.342, -1.186, -1.003], [1.115, -2.558, -0.537], [-0.251, 3.084, 0.208], [0.116, 1.724, -1.397], [-1.500, 2.145, -1.165], [-1.567, 0.057, -0.387], [-1.702, 1.010, 1.024], [-0.089, -0.892, 1.437], [0.429, 0.654, 1.856], [1.827, 0.794, -0.305], [2.246, -0.461, 0.794], [0.581, -0.905, -1.713], [2.289, -1.213, -1.532], [1.475, -2.672, 0.401], [0.149, -2.849, -0.501], [-0.043, 2.907, 1.175], [-0.938, 3.774, 0.127], [-1.588, -1.824, -0.449], [-1.886, -1.805, 1.009], [-2.106, -2.297, 0.215]],
  "lowdin_charge": [-0.2873, -0.2130, -0.2132, -0.2150, -0.2810, 0.0060, 0.0120, 0.0968, 0.1092, 0.0835, 0.1156, 0.0901, 0.1045, 0.1061, 0.1123, 0.1044, 0.1003, 0.0658, 0.0352, 0.0566, 0.0375, 0.0054, 0.0217, -0.0537],
  "smiles": "NCCCCCN.O",
  "charge": 0,
  "lumo_ev": 0.76,
  "spin_multiplicity": 1,
  "e_tot_ha": -384.828230
}


[5]
{
  "formula": "C5H16N2O",
  "method": "ωB97M-V with the def2-TZVPD basis set",
  "elements": ["C", "C", "C", "C", "C", "N", "N", "H", "H", "H", "H", "H", "H", "H", "H", "H", "H", "H", "H", "H", "H", "H", "H", "O"],
  "coordinates": [[1.852, 1.238, -0.934], [0.911, 0.711, -1.982], [-0.469, 0.147, -1.607], [-0.360, -0.949, -0.536], [-1.272, -1.247, 1.765], [-0.736, -0.535, 0.860], [0.588, 1.940, -2.961], [2.051, 0.468, -0.178], [2.854, 1.288, -1.360], [1.476, 2.131, -0.439], [1.342, 0.082, -2.762], [-1.059, -0.337, -2.387], [-1.099, 0.970, -1.240], [0.664, -1.294, -0.375], [-0.865, -1.877, -0.805], [-1.665, -0.699, 2.603], [-1.662, -2.248, 1.595], [-0.507, 0.449, 0.993], [1.366, 2.170, -3.575], [0.296, 2.747, -2.408], [-0.207, 1.611, -3.509], [0.348, -1.580, 4.799], [-0.853, -1.612, 5.798], [-0.659, -1.464, 4.811]],
  "lowdin_charge": [-0.0223, -0.2790, -0.1103, -0.0928, 0.1779, 0.0784, 0.2385, 0.0905, 0.1166, 0.1059, 0.1638, 0.1436, 0.1389, 0.1416, 0.1502, 0.1111, 0.1498, 0.1796, 0.1821, 0.1699, 0.1662, 0.2329, 0.2473, 0.5197],
  "charge": 3,
  "lumo_ev": [-11.77, -18.50],
  "spin_multiplicity": 2,
  "e_tot_ha": -383.557313
}


[6]
{
  "formula": "C5H16N2O2",
  "method": "ωB97M-V with the def2-TZVPD basis set",
  "elements": ["C", "C", "C", "C", "N", "C", "N", "H", "H", "H", "H", "H", "H", "H", "H", "H", "H", "H", "H", "H", "H", "O", "H", "H", "O"],
  "coordinates": [[1.674, 0.313, 0.751], [0.600, 1.008, 1.612], [-0.856, 0.872, 1.157], [-0.985, 1.806, -0.101], [-2.138, -0.555, -1.577], [-1.138, 0.266, -2.088], [-0.573, 1.249, -1.413], [1.313, 0.234, -0.395], [2.658, 0.913, 0.553], [1.892, -0.685, 1.077], [0.620, 0.566, 2.685], [0.930, 2.051, 1.702], [-1.533, 1.282, 1.904], [-1.150, -0.158, 0.998], [-0.327, 2.696, 0.096], [-2.066, 2.112, -0.243], [-2.072, -0.864, -0.607], [-2.845, -0.842, -2.205], [-0.894, 0.232, -3.145], [0.489, -1.964, 1.071], [-0.175, -3.433, 0.979], [-0.035, -2.580, 0.531], [1.793, -2.020, -0.810], [2.267, -0.866, -1.469], [2.552, -1.632, -1.061]],
  "lowdin_charge": [-0.1275, -0.2788, -0.2084, -0.2264, 0.0869, -0.2627, -0.0231, 0.0810, 0.1149, 0.0299, 0.1240, 0.0936, 0.1002, 0.0690, 0.1082, 0.1183, 0.0722, 0.0655, 0.1025, 0.0199, 0.0616, -0.0566, -0.0594, -0.0113, 0.0068],
  "smiles": "CCCC/N=C\\N.O.O",
  "charge": 0,
  "lumo_ev": 0.53,
  "spin_multiplicity": 1,
  "e_tot_ha": -460.022546
}


[7]
{
  "formula": "C5H16N2P",
  "method": "ωB97M-V with the def2-TZVPD basis set",
  "elements": ["C", "C", "C", "C", "C", "N", "N", "P", "H", "H", "H", "H", "H", "H", "H", "H", "H", "H", "H", "H", "H", "H", "H", "H"],
  "coordinates": [[2.779, -1.026, 0.213], [0.892, -0.870, -1.464], [1.029, 0.825, 0.406], [-0.723, 0.774, 2.136], [1.797, -0.113, -0.587], [-2.643, 1.052, 0.130], [0.179, 0.191, 1.451], [-3.248, 0.124, -1.009], [2.876, -0.490, 1.250], [3.698, -0.788, -0.234], [2.601, -2.125, 0.332], [1.561, -1.342, -2.215], [0.370, -1.616, -0.844], [-0.009, -0.370, -1.889], [1.471, 1.546, 1.093], [0.384, 1.419, -0.249], [-0.898, 1.904, 1.935], [-1.264, 0.436, 2.932], [2.349, 0.580, -1.235], [-3.293, 1.767, 0.484], [0.351, -0.821, 1.579], [-3.648, 0.784, -2.175], [-2.420, -0.951, -1.344], [-4.192, -0.890, -0.696]],
  "lowdin_charge": [-0.0550, -0.1124, -0.1599, -0.1542, -0.4238, -0.0809, -0.1132, 0.8955, 0.1123, 0.0474, 0.0970, 0.1078, 0.0728, 0.0642, 0.1239, 0.0985, 0.0845, 0.0119, 0.1382, 0.0727, 0.1535, 0.0205, -0.0133, 0.0121],
  "charge": 1,
  "lumo_ev": [-3.88, -8.27],
  "spin_multiplicity": 3,
  "e_tot_ha": -650.446153
}


[8]
{
  "formula": "C5H16N2P2S",
  "method": "ωB97M-V with the def2-TZVPD basis set",
  "elements": ["C", "C", "C", "C", "C", "N", "N", "P", "P", "S", "H", "H", "H", "H", "H", "H", "H", "H", "H", "H", "H", "H", "H", "H", "H", "H"],
  "coordinates": [[-1.377, -3.014, 0.326], [1.757, -1.294, -1.583], [1.453, -0.945, 1.339], [-1.435, 2.752, -1.292], [-0.882, 1.946, 1.535], [-0.228, -2.687, -0.513], [-0.524, 0.096, -0.652], [0.431, -1.253, -0.307], [-0.440, 1.620, -0.203], [1.403, 2.454, -0.279], [-2.026, -2.166, 0.484], [-1.024, -3.589, 1.205], [-1.850, -3.732, -0.334], [1.359, -1.477, -2.544], [2.091, -0.188, -1.747], [2.426, -1.973, -1.222], [2.212, -1.619, 1.340], [1.905, 0.012, 1.394], [0.748, -1.190, 2.127], [-2.541, 2.821, -0.848], [-1.023, 3.740, -1.181], [-1.506, 2.366, -2.239], [-0.312, 1.262, 2.118], [-0.789, 2.955, 1.697], [-1.859, 1.747, 1.817], [2.033, 1.356, -0.434]],
  "lowdin_charge": [-0.2697, -0.1870, -0.1531, -0.2048, -0.2132, -0.3015, -0.3659, 0.5759, 0.3430, 0.5820, 0.0379, 0.0588, 0.0463, 0.0255, 0.0516, -0.0019, -0.0115, -0.0076, 0.0344, 0.1042, 0.0227, 0.0037, 0.0332, 0.0154, 0.0298, -0.2482],
  "smiles": "CN=P(C)(C)N=P(C)(C)S",
  "charge": 0,
  "lumo_ev": 0.41,
  "spin_multiplicity": 1,
  "e_tot_ha": -1390.473145
}


For the records above, the corresponding energy above the lowest of the compared OMol25 structures with the same formula, charge and spin values read 28.3 67.7 37.0 18.7 0.0 59.0 9.2 0.0 kcal per mole.